## 1
Computed, not measured: a molecular structure, C7H7NO2S, with ωB97M-V/def2-TZVPD.

Highest occupied orbital energy = -8.757 eV
Molar mass = 169.21 g/mol
HOMO-LUMO gap = 8.85 eV

Structure (ORCA input):
```
! wB97M-V def2-TZVPD RIJCOSX def2/J DEFGRID3
* xyz 0 1
C -1.358 2.119 -0.166
C 0.645 -0.835 0.711
C 0.622 -0.897 -0.618
C -1.377 0.802 -0.275
C -1.271 1.966 1.310
C -0.508 -0.532 1.617
C 1.834 -1.221 -1.397
N -1.314 0.490 1.079
O -1.044 2.582 2.301
O -0.559 -0.266 -2.858
S -0.982 -0.730 -1.522
H -1.421 2.867 -0.935
H 1.718 -0.922 1.033
H -1.059 -1.420 2.065
H -0.252 -0.100 2.633
H 1.418 -1.186 -2.477
H 2.210 -2.221 -1.218
H 2.698 -0.495 -1.282
*
```

=====

## 2
Computed, not measured: C7H7NO2S in the gas phase, with ωB97M-V/def2-TZVPD.

Highest occupied orbital energy = -8.850 eV
Molar mass = 169.21 g/mol
HOMO-LUMO gap = 9.10 eV

Structure (ORCA input):
```
! wB97M-V def2-TZVPD RIJCOSX def2/J DEFGRID3
* xyz 0 1
C -0.515 -1.949 0.803
C -0.022 -0.760 0.975
C -2.112 -0.891 -0.553
C 0.679 2.461 -0.378
C -0.223 -3.381 1.122
C 1.508 2.693 -1.618
C -0.105 0.525 0.859
N -1.660 -1.875 0.001
O 0.040 3.210 0.278
O 0.695 1.133 -0.143
S -2.605 0.509 -0.983
H 0.772 -3.649 0.650
H -0.034 -3.580 2.130
H -1.080 -3.903 0.695
H 0.813 2.850 -2.436
H 2.117 1.824 -1.776
H 2.205 3.654 -1.296
H -0.474 1.127 1.671
*
```

=====

## 3
Computed, not measured: a molecular structure, C7H7NO2S, with ωB97M-V/def2-TZVPD.

Highest occupied orbital energy (alpha / beta) = -7.379 / -7.364 eV
Molar mass = 169.21 g/mol
HOMO-LUMO gap (alpha / beta) = 6.61 / 6.59 eV

Structure (ORCA input):
```
! wB97M-V def2-TZVPD RIJCOSX def2/J DEFGRID3
* xyz 0 1
C -0.127 0.126 -2.834
C 1.238 -0.095 -2.613
C -0.942 0.492 -1.818
C 1.775 -0.014 -1.386
C -0.325 0.729 -0.543
C 0.950 0.399 -0.232
C 1.637 0.424 0.991
N 0.106 -1.266 3.345
O 0.601 -2.072 4.375
O -0.840 -0.297 3.837
S 1.772 -0.113 2.395
H -0.442 0.006 -3.793
H 1.909 -0.276 -3.537
H -2.099 0.442 -1.901
H 2.781 -0.289 -1.217
H -1.049 1.166 0.175
H 0.044 -2.948 4.508
H -0.452 0.160 4.649
*
```

=====

It is 2 that is most stable; the runner-up trails by 138.5 kJ/mol.

=====

## 1
Computed, not measured: a gas-phase ion, CH3IO2P (charge -1), with ωB97M-V/def2-TZVPD.

Highest occupied orbital energy = -4.755 eV
Molar mass = 204.91 g/mol
HOMO-LUMO gap = 8.01 eV

Structure (ORCA input):
```
! wB97M-V def2-TZVPD RIJCOSX def2/J DEFGRID3
* xyz -1 1
C 0.101 -0.573 -0.921
O 1.395 0.277 1.538
O -1.093 -0.370 1.551
P 0.102 0.182 0.852
I -0.776 2.490 0.360
H -0.840 -1.028 -1.094
H 0.254 0.360 -1.468
H 0.857 -1.339 -0.816
*
```

=====

## 2
Computed, not measured: a gas-phase ion, CH3IO2P (charge -1), with ωB97M-V/def2-TZVPD.

Highest occupied orbital energy = -4.995 eV
Molar mass = 204.91 g/mol
HOMO-LUMO gap = 8.19 eV

Structure (ORCA input):
```
! wB97M-V def2-TZVPD RIJCOSX def2/J DEFGRID3
* xyz -1 1
C -0.845 -0.566 0.022
O 0.532 1.551 1.222
O 0.740 1.346 -1.344
P 0.582 0.675 -0.068
I 2.416 -1.045 -0.013
H -0.809 -0.849 -0.937
H -0.931 -1.212 0.899
H -1.685 0.099 0.218
*
```

=====

It is 1 that is most stable; the runner-up trails by 29.1 kJ/mol.

=====

## 1
Computed, not measured: C9H19N3O3 in the gas phase, with ωB97M-V/def2-TZVPD.

Highest occupied orbital energy = -9.202 eV
Molar mass = 217.27 g/mol
HOMO-LUMO gap = 9.73 eV

Structure (ORCA input):
```
! wB97M-V def2-TZVPD RIJCOSX def2/J DEFGRID3
* xyz 0 1
C -0.888 0.055 -0.238
C -0.650 -1.461 -0.192
C -2.125 0.373 -1.080
C -2.533 1.808 -1.150
C -1.924 2.477 -2.382
C -1.392 3.911 -2.104
C 1.323 -1.200 1.429
C 2.551 -2.122 1.557
C 0.745 -0.891 2.831
H 0.504 0.341 -1.766
H 0.194 1.676 -0.792
H -0.976 0.459 0.749
H -2.957 -0.262 -0.653
H -1.951 -0.092 -2.069
H -3.664 1.919 -1.195
H -2.211 2.269 -0.201
H -1.153 1.805 -2.827
H -2.609 2.481 -3.197
H -2.193 4.648 -1.984
H -0.853 4.177 -2.976
H -0.964 4.389 -0.142
H 0.291 4.458 -1.176
H 0.559 -2.899 0.397
H 1.576 -0.242 0.915
H -0.179 -0.290 2.768
H 1.534 -0.409 3.431
H 0.452 -1.769 3.349
H 3.512 -0.713 2.411
N 0.332 0.665 -0.789
N -0.520 3.892 -0.919
N 0.385 -1.924 0.565
O -1.283 -2.349 -0.769
O 2.469 -3.277 1.268
O 3.696 -1.633 2.118
*
```

=====

## 2
Computed, not measured: C9H19N3O3 in the gas phase, with ωB97M-V/def2-TZVPD.

Highest occupied orbital energy = -9.328 eV
Molar mass = 217.27 g/mol
HOMO-LUMO gap = 10.02 eV

Structure (ORCA input):
```
! wB97M-V def2-TZVPD RIJCOSX def2/J DEFGRID3
* xyz 0 1
C 0.854 -3.197 1.614
C 0.344 -1.733 1.288
C -0.246 -4.231 1.491
C -0.146 -0.195 -0.464
C -0.338 -0.248 -1.962
C 0.479 1.193 0.005
C -0.531 2.211 0.466
C -0.119 3.681 0.421
C -0.713 4.278 -0.857
H 2.154 -2.667 3.030
H 0.653 -2.623 3.491
H 1.730 -3.353 0.970
H -0.680 -4.258 0.499
H 0.157 -5.207 1.723
H -0.988 -4.029 2.310
H 1.038 -1.802 -0.726
H -1.127 -0.248 0.004
H 1.092 1.469 -0.864
H 1.139 0.993 0.867
H -0.833 2.062 1.498
H -1.513 2.062 -0.031
H -0.416 4.156 1.386
H 0.974 3.760 0.438
H -1.809 4.180 -0.819
H -0.478 5.354 -0.962
H 0.735 3.534 -2.061
H -0.622 3.822 -2.906
H -0.776 1.653 -2.108
N 1.307 -3.190 3.008
N 0.661 -1.276 0.027
N -0.247 3.475 -2.018
O -0.368 -1.095 2.066
O -0.054 -1.289 -2.546
O -0.826 0.825 -2.630
*
```

=====

## 3
Computed, not measured: C9H19N3O3 in the gas phase, with ωB97M-V/def2-TZVPD.

Highest occupied orbital energy = -8.865 eV
Molar mass = 217.27 g/mol
HOMO-LUMO gap = 9.40 eV

Structure (ORCA input):
```
! wB97M-V def2-TZVPD RIJCOSX def2/J DEFGRID3
* xyz 0 1
C -1.242 0.593 -0.238
C 0.188 0.245 -0.649
C -1.788 -0.391 0.649
C -1.129 -0.351 2.103
C -1.184 0.966 2.930
C 0.183 1.577 2.677
C 1.419 -1.366 -2.051
C 1.408 -0.769 -3.449
C 1.934 -2.723 -2.156
H -1.420 1.042 -2.088
H -2.910 1.158 -1.456
H -1.196 1.565 0.361
H -2.857 -0.286 0.631
H -1.617 -1.412 0.304
H -1.508 -1.305 2.592
H -0.018 -0.564 1.859
H -1.924 1.615 2.495
H -1.163 0.608 3.901
H 0.813 0.745 2.451
H 0.185 2.423 1.829
H 1.658 2.255 3.802
H 0.438 3.229 4.117
H -0.717 -1.405 -1.456
H 2.118 -0.829 -1.397
H 3.080 -2.700 -2.162
H 1.678 -3.170 -1.277
H 1.649 -3.235 -3.058
H 0.952 0.730 -4.315
N -2.021 0.600 -1.411
N 0.608 2.252 3.901
N 0.194 -0.868 -1.476
O 1.205 0.681 -0.137
O 1.655 -1.397 -4.432
O 1.324 0.485 -3.396
*
```

=====

It is 2 that is most stable; the runner-up trails by 40.6 kJ/mol.

=====

## 1
Computed, not measured: a molecular structure, C2H3ClO2, with ωB97M-V/def2-TZVPD.

Highest occupied orbital energy (alpha / beta) = -8.267 / -8.060 eV
Molar mass = 94.50 g/mol
HOMO-LUMO gap (alpha / beta) = 7.88 / 7.60 eV

Structure (ORCA input):
```
! wB97M-V def2-TZVPD RIJCOSX def2/J DEFGRID3
* xyz 0 1
C -0.302 -0.528 -1.625
C -0.448 -0.008 0.326
O 1.136 0.423 2.049
O 0.626 -0.337 0.855
Cl -1.372 1.399 0.452
H -1.324 -0.438 -1.803
H -0.118 -1.515 -1.938
H 1.801 1.003 1.683
*
```

=====

## 2
Computed, not measured: a molecular structure, C2H3ClO2, with ωB97M-V/def2-TZVPD.

Highest occupied orbital energy (alpha / beta) = -8.711 / -9.959 eV
Molar mass = 94.50 g/mol
HOMO-LUMO gap (alpha / beta) = 7.62 / 9.22 eV

Structure (ORCA input):
```
! wB97M-V def2-TZVPD RIJCOSX def2/J DEFGRID3
* xyz 0 1
C -1.287 1.122 -0.268
C 0.358 0.397 0.444
O 1.314 -1.894 -0.062
O 0.186 -0.851 0.583
Cl 1.873 1.091 0.447
H -1.618 2.049 0.068
H -1.922 0.271 -0.227
H 1.097 -2.185 -0.985
*
```

=====

It is 2 that is most stable; the runner-up trails by 93.1 kJ/mol.

=====

## 1
Computed, not measured: 2 unconnected molecules or ions with the total composition C2H3ClO2, with ωB97M-V/def2-TZVPD.

Highest occupied orbital energy = -10.519 eV
Molar mass = 94.50 g/mol
HOMO-LUMO gap = 10.98 eV

Structure (ORCA input):
```
! wB97M-V def2-TZVPD RIJCOSX def2/J DEFGRID3
* xyz 0 1
C -0.558 -0.117 0.245
C 2.707 1.030 -0.399
O -0.014 -0.417 -0.798
O 3.053 1.825 0.404
Cl 2.972 -0.663 -0.147
H -1.308 -0.863 0.569
H -0.298 0.600 0.964
H 2.262 1.219 -1.340
*
```

=====

## 2
Computed, not measured: C2H3ClO2 in the gas phase, with ωB97M-V/def2-TZVPD.

Highest occupied orbital energy (alpha / beta) = -9.010 / -9.150 eV
Molar mass = 94.50 g/mol
HOMO-LUMO gap (alpha / beta) = 8.39 / 8.49 eV

Structure (ORCA input):
```
! wB97M-V def2-TZVPD RIJCOSX def2/J DEFGRID3
* xyz 0 1
C -1.063 -0.469 -0.409
C -0.107 -0.044 0.816
O 1.687 0.921 -0.445
O 1.259 -0.044 0.604
Cl -0.900 0.851 2.070
H -2.164 -0.535 -0.252
H -0.559 -0.960 -1.180
H 1.846 0.280 -1.205
*
```

=====

## 3
Computed, not measured: C2H3ClO2 in the gas phase, with ωB97M-V/def2-TZVPD.

Highest occupied orbital energy = -9.277 eV
Molar mass = 94.50 g/mol
HOMO-LUMO gap = 9.77 eV

Structure (ORCA input):
```
! wB97M-V def2-TZVPD RIJCOSX def2/J DEFGRID3
* xyz 0 1
C -0.008 -0.713 -1.315
C -0.332 -0.203 -0.126
O 0.328 1.130 1.787
O 0.169 0.970 0.348
Cl -1.305 -1.130 0.940
H -0.710 -1.540 -1.572
H 0.620 -0.099 -2.015
H 1.238 1.585 1.952
*
```

=====

## 4
Computed, not measured: 2 unconnected molecules or ions with the total composition C2H3ClO2, with ωB97M-V/def2-TZVPD.

Highest occupied orbital energy = -9.121 eV
Molar mass = 94.50 g/mol
HOMO-LUMO gap = 9.53 eV

Structure (ORCA input):
```
! wB97M-V def2-TZVPD RIJCOSX def2/J DEFGRID3
* xyz 0 1
C -0.592 -1.590 -0.169
C 0.337 -1.184 -0.816
O -0.133 1.075 0.904
O 1.110 1.495 0.192
Cl 1.622 -0.997 -1.695
H -1.396 -1.416 0.503
H -0.469 0.586 0.076
H -0.478 2.030 1.003
*
```

=====

It is 1 that is most stable; the runner-up trails by 265.7 kJ/mol.

=====

## 1
Computed, not measured: a molecular structure, C23H18BeCl2N5O2, with ωB97M-V/def2-TZVPD.

Highest occupied orbital energy = -10.948 eV
Molar mass = 476.35 g/mol
HOMO-LUMO gap = 7.79 eV

Structure (ORCA input):
```
! wB97M-V def2-TZVPD RIJCOSX def2/J DEFGRID3
* xyz 1 1
Be 0.456 0.016 -0.176
C -1.168 -0.119 -3.056
N -1.579 -0.819 -1.865
C -2.674 -0.307 -1.078
C -2.233 0.442 0.148
N -1.008 0.523 0.606
C -1.080 1.290 1.784
C -0.079 1.704 2.665
C -0.476 2.469 3.743
C -1.819 2.821 3.948
C -2.813 2.422 3.079
C -2.407 1.650 1.997
N -3.111 1.101 0.932
C -0.041 0.840 -2.788
N 0.522 1.043 -1.619
C 1.375 2.149 -1.791
C 2.147 2.859 -0.874
C 2.854 3.944 -1.352
C 2.801 4.327 -2.701
C 2.024 3.644 -3.613
C 1.312 2.558 -3.119
N 0.403 1.698 -3.726
H -1.991 0.458 -3.502
H -0.854 -0.841 -3.812
H -1.659 -1.809 -2.012
H -3.277 -1.151 -0.733
H -3.353 0.332 -1.658
H 0.952 1.433 2.506
H 0.268 2.808 4.451
H -2.080 3.423 4.808
H -3.847 2.696 3.237
H -4.106 1.139 0.789
H 2.197 2.570 0.163
H 3.464 4.517 -0.668
H 3.375 5.183 -3.030
H 1.967 3.945 -4.650
H 0.080 1.738 -4.678
Cl 6.429 -3.047 1.347
C 5.008 -2.079 1.154
C 5.025 -0.752 1.613
C 3.925 0.056 1.485
Cl 3.959 1.663 2.119
C 2.745 -0.411 0.859
O 1.704 0.349 0.725
C 2.746 -1.761 0.437
C 1.543 -2.310 -0.082
O 0.501 -1.664 -0.318
C 3.877 -2.591 0.588
H 5.917 -0.363 2.086
H 1.505 -3.390 -0.262
H 3.844 -3.622 0.261
*
```

=====

## 2
Computed, not measured: a molecular structure, C23H18BeCl2N5O2, with ωB97M-V/def2-TZVPD.

Highest occupied orbital energy = -10.938 eV
Molar mass = 476.35 g/mol
HOMO-LUMO gap = 7.78 eV

Structure (ORCA input):
```
! wB97M-V def2-TZVPD RIJCOSX def2/J DEFGRID3
* xyz 1 1
Be -0.204 -0.808 -0.090
C -1.875 -0.933 -2.936
N -2.279 -1.629 -1.745
C -3.365 -1.114 -0.954
C -2.905 -0.380 0.274
N -1.672 -0.313 0.725
C -1.739 0.440 1.919
C -0.753 0.849 2.820
C -1.161 1.594 3.909
C -2.503 1.935 4.116
C -3.487 1.546 3.233
C -3.071 0.797 2.139
N -3.776 0.265 1.072
C -0.734 0.013 -2.680
N -0.121 0.191 -1.529
C 0.760 1.269 -1.723
C 1.599 1.937 -0.834
C 2.324 3.002 -1.331
C 2.224 3.409 -2.669
C 1.383 2.766 -3.554
C 0.655 1.699 -3.045
N -0.301 0.874 -3.622
H -2.694 -0.349 -3.378
H -1.569 -1.657 -3.694
H -2.350 -2.621 -1.887
H -3.980 -1.951 -0.613
H -4.034 -0.462 -1.530
H 0.281 0.598 2.666
H -0.422 1.924 4.626
H -2.772 2.519 4.986
H -4.524 1.811 3.387
H -4.771 0.310 0.932
H 1.682 1.634 0.197
H 2.986 3.543 -0.668
H 2.812 4.249 -3.012
H 1.290 3.085 -4.583
H -0.656 0.933 -4.561
Cl 5.792 -3.798 1.534
C 4.364 -2.850 1.317
C 4.332 -1.543 1.831
C 3.221 -0.754 1.680
Cl 3.187 0.831 2.367
C 2.078 -1.218 0.983
O 1.031 -0.472 0.831
C 2.131 -2.549 0.503
C 0.964 -3.097 -0.086
O -0.091 -2.471 -0.324
C 3.273 -3.359 0.674
H 5.192 -1.157 2.361
H 0.973 -4.164 -0.333
H 3.279 -4.375 0.301
*
```

=====

It is 2 that is most stable; the runner-up trails by 5.4 kJ/mol.

=====

## 1
Computed, not measured: a molecular structure, C18H20N2O2S, with ωB97M-V/def2-TZVPD.

Highest occupied orbital energy = -8.074 eV
Molar mass = 328.44 g/mol
HOMO-LUMO gap = 7.93 eV

Structure (ORCA input):
```
! wB97M-V def2-TZVPD RIJCOSX def2/J DEFGRID3
* xyz 0 1
C 2.048 -0.285 3.029
C 0.537 -0.587 3.550
O -0.253 -0.248 2.553
C -1.603 -0.437 2.507
C -2.355 -0.898 3.523
C -3.590 -0.856 3.616
C -4.342 -0.467 2.479
C -3.675 -0.427 1.346
C -2.267 -0.288 1.280
N -1.770 0.155 0.115
C -0.503 -0.504 -0.400
S 0.194 -1.943 -0.019
N -0.433 -0.003 -1.829
C -0.697 1.139 -2.296
O -1.715 1.688 -2.048
C 0.031 1.571 -3.685
C 1.214 2.188 -3.414
C 2.260 1.292 -2.614
C 2.825 -0.044 -3.067
C 3.685 -0.699 -2.417
C 3.896 -0.626 -1.192
C 3.511 0.712 -0.498
C 2.636 1.455 -1.160
H 2.214 2.465 -0.720
H 3.657 0.500 0.537
H 4.458 -1.262 -0.487
H 3.889 -1.622 -3.044
H 2.719 -0.212 -4.119
H 1.217 3.151 -2.850
H 1.772 2.427 -4.291
H -0.547 2.025 -4.196
H 0.137 0.400 -4.293
H 0.538 -0.442 -2.032
H -2.220 0.933 -0.524
H -4.291 -0.088 0.433
H -5.270 -0.801 2.756
H -4.078 -1.411 4.575
H -1.577 -0.747 4.658
H 0.496 0.058 4.357
H 0.658 -1.542 3.713
H 2.147 0.854 2.805
H 2.944 -0.447 3.750
H 2.266 -0.879 1.973
*
```

=====

## 2
Computed, not measured: C18H20N2O2S in the gas phase, with ωB97M-V/def2-TZVPD.

Highest occupied orbital energy = -7.574 eV
Molar mass = 328.44 g/mol
HOMO-LUMO gap = 7.99 eV

Structure (ORCA input):
```
! wB97M-V def2-TZVPD RIJCOSX def2/J DEFGRID3
* xyz 0 1
C 0.482 3.245 1.757
C -0.150 1.916 1.653
N -1.256 1.654 2.422
C -1.983 2.615 3.244
C -1.653 0.325 2.242
C -0.763 -0.247 1.264
C -1.042 -1.501 0.723
C -2.200 -2.171 1.136
C -3.095 -1.576 2.038
C -2.835 -0.305 2.588
C 0.084 0.808 0.802
C 0.863 0.641 -0.477
C 1.940 -0.445 -0.394
C 2.077 -1.482 0.556
C 2.726 -2.689 0.181
C 3.271 -2.812 -1.094
C 3.310 -1.706 -1.942
C 2.774 -0.496 -1.520
H 1.424 3.210 1.193
H -0.127 4.079 1.348
H 0.730 3.532 2.801
H -2.896 2.144 3.598
H -1.387 2.929 4.105
H -2.243 3.500 2.662
H -0.360 -1.901 -0.033
H -2.398 -3.163 0.744
H -4.002 -2.109 2.325
H -3.540 0.210 3.271
H 1.362 1.601 -0.629
H 1.648 -1.415 1.572
H 2.703 -3.552 0.857
H 3.623 -3.766 -1.453
H 3.700 -1.765 -2.956
H 2.915 0.417 -2.102
C -1.045 0.144 -4.531
S 0.327 -0.142 -3.377
N 0.018 0.468 -1.653
O 0.407 -1.580 -3.182
O 1.447 0.660 -3.877
H -0.640 -0.007 -5.544
H -1.837 -0.600 -4.353
H -1.443 1.167 -4.499
H -0.937 0.165 -1.469
*
```

=====

It is 2 that is most stable; the runner-up trails by 917.0 kJ/mol.